[1]
DFT (the ωB97M-V functional and the def2-TZVPD basis) results for a 2-piece molecular cluster, C3H10IN2 overall in a non-equilibrium geometry.

Results
LUMO level (spin up / spin down) = -4.77 / -5.02 eV
net charge = +1
E_HOMO (spin up / spin down) = -13.237 / -12.998 eV

Each line ends with the Mulliken charge.
CARTESIAN COORDINATES (ANGSTROEM)
H (-2.1266, -0.5560, 2.7554)  0.317
C (0.6520, -0.6446, -1.3263)  -0.862
H (1.7018, -0.4698, -1.0945)  0.368
H (-0.0346, 1.9100, -1.1354)  0.378
H (0.6232, -0.2592, 1.6926)  0.327
H (1.1153, 1.5866, 0.1732)  0.404
H (-1.1996, -0.1015, -0.5564)  0.098
C (0.0926, 1.4309, -0.1665)  -0.930
H (-0.2589, -1.7337, 0.9984)  0.342
C (-0.0423, -0.6820, 0.9642)  -0.520
H (-0.5906, 1.8775, 0.5523)  0.347
H (0.4251, -0.2180, -2.3017)  0.366
N (-2.0246, 0.1775, 2.0562)  -0.552
N (-0.1851, -0.0137, -0.2775)  0.281
I (-3.4261, 0.0203, 0.6757)  0.286
H (0.4774, -1.7186, -1.3608)  0.350

Cartesian forces (eV/Å) of the 6 atoms listed first:
H -0.21 -0.39 -0.08
C 0.51 -0.46 -0.67
H -0.08 0.05 0.07
H -0.04 -0.15 -0.01
H 0.19 0.18 -0.03
H 0.00 -0.18 -0.03

---

[2]
DFT (the ωB97M-V functional and the def2-TZVPD basis) results for a single C4H7NO molecule in a non-equilibrium geometry.

Results
LUMO level = 0.84 eV
E_HOMO = -10.333 eV

Each line ends with the Mulliken charge.
CARTESIAN COORDINATES (ANGSTROEM)
H (-2.6813, 0.2791, -0.0553)  0.236
N (2.1549, 1.5904, 1.4706)  -0.420
H (0.4936, -1.1000, 0.7170)  0.420
H (-1.2830, 0.5614, 1.0087)  0.307
O (-1.0011, -0.6897, -0.6513)  -0.384
C (1.7140, 1.1179, 0.5104)  0.262
C (0.3591, -0.8299, -0.3346)  -0.523
C (1.1302, 0.4704, -0.6612)  -0.350
H (0.3994, 1.1418, -1.1172)  0.252
H (1.9187, 0.3087, -1.4005)  0.308
C (-1.8038, -0.1899, 0.3981)  -0.657
H (-2.1393, -1.0045, 1.0549)  0.265
H (0.7386, -1.6557, -0.9395)  0.284

Cartesian forces (eV/Å) of the 6 atoms listed first:
H 0.12 -0.09 0.08
N -0.43 -0.45 -0.99
H 0.01 -0.01 -0.01
H -0.03 -0.09 -0.15
O -0.09 -0.09 -0.15
C 0.39 0.43 1.01

---

[3]
DFT (the ωB97M-V functional and the def2-TZVPD basis) results for an isolated ion of composition C6H11N4 and charge +1 in a non-equilibrium geometry.

Results
LUMO level = -3.84 eV
net charge = +1
E_HOMO = -13.076 eV

Each line ends with the Mulliken charge.
CARTESIAN COORDINATES (ANGSTROEM)
H (-1.6489, -1.5885, 1.9974)  0.413
H (1.3135, 2.2740, 0.0599)  0.316
H (0.1867, -0.8240, -2.7532)  0.393
C (0.2852, 2.2946, 0.4628)  -0.780
C (-1.9436, -1.2649, 1.0330)  -1.162
C (1.0350, -0.9005, -2.1316)  -0.374
H (-2.3440, -0.3466, 1.2319)  0.491
C (2.3516, -1.0009, -2.5607)  -0.376
H (-1.0451, 0.8050, 1.1509)  0.072
H (2.8762, 0.0365, 0.3131)  0.598
C (2.4901, -0.2442, -0.5344)  -0.242
H (-0.4553, 2.7723, -0.2681)  0.315
H (-0.4024, -2.1585, 0.0818)  0.325
H (0.3367, 2.8615, 1.4664)  0.303
N (-0.1234, 0.9854, 0.6708)  -0.048
N (1.1045, -0.3807, -0.8423)  0.102
N (3.2092, -0.5942, -1.5448)  -0.506
N (-0.7675, -1.2022, 0.2050)  -0.209
C (0.0842, -0.1648, 0.0124)  0.660
H (2.8703, -1.5170, -3.3879)  0.395
H (-2.5696, -1.9781, 0.5757)  0.316

Cartesian forces (eV/Å) of the 6 atoms listed first:
H 0.24 -0.80 1.11
H -0.59 0.32 -0.04
H -1.09 -0.42 -0.10
C 0.64 3.14 -0.37
C 1.70 -1.02 0.06
C 2.36 0.18 -0.90

---

Relative energy (zero: lowest compared OMol25 entry of this formula, charge and spin): 377.1, 159.9, 160.2 (kJ/mol)
Energy: -14343.489, -7797.987, -12352.806 (eV)